Entry from the OMol25 dataset: a cluster of 8 separate species, C74H166F6N5P3 in total at a distorted geometry (wB97M-V/def2-TZVPD).

Values from the calculation:
lowest unoccupied orbital energy	-9.99	eV
HOMO	-19.28	eV
net charge	+6
DFT total energy	-130997.86927	eV

Last columns: bonded neighbours and bond lengths (Å).
Geometry (Å):
1 H 3.15462 -1.44387 -4.30199  C237 1.090
2 H -3.44031 -5.48445 0.75883  C233 1.090
3 C 2.06770 0.36337 5.10874  H88 1.090, H90 1.090, C92 1.559, H150 1.090
4 H -5.59858 0.53335 4.07056  C119 1.090
5 H -3.52170 -0.71847 5.84054  C97 1.090
6 H -0.01392 -4.67939 -0.87772  C105 1.090
7 C -5.68412 2.86414 -3.00758  C20 1.546, H93 1.090, H130 1.090, P143 1.793
8 H 10.16110 3.74150 -2.05278  C193 1.090
9 H -9.31987 2.05902 -6.57524  C187 1.090
10 C -7.69142 5.72706 -2.07193  H61 1.090, H75 1.090, C129 1.518, C240 1.535
11 H 4.15370 -4.66578 -0.56165  C188 1.090
12 H 3.36722 -1.86978 2.87487  C139 1.090
13 H 4.98753 -3.38625 -7.02223  C156 1.090
14 H -2.60306 -7.31962 -2.08543  C222 1.090
15 H 0.93413 -2.12890 2.31536  C79 1.090
16 C 3.62996 -1.93614 -6.33515  H77 1.090, H96 1.090, C156 1.570, C237 1.528
17 H -3.23171 2.15846 -4.07774  C128 1.090
18 H 5.92068 -5.65043 3.52247  C197 1.090
19 H 3.56755 2.79783 4.04291  C206 1.090
20 C -5.05555 1.45587 -2.89495  C7 1.546, C128 1.628, H155 1.090, H208 1.090
21 H 5.55838 -1.86991 -1.80794  C116 1.090
22 C -7.72755 2.54742 -1.00957  P143 1.829, H144 1.090, H182 1.090, C205 1.551
23 H 3.19554 -3.04379 -2.62092  C122 1.090
24 H 2.56382 -4.68300 -6.42917  C190 1.090
25 H 0.25860 2.48008 0.22490  C217 1.090
26 H -4.17829 -5.86885 -3.68268  C124 1.090
27 C -2.41192 0.27412 1.38914  H36 1.090, C39 1.506, C207 1.507, H232 1.090
28 H -9.54079 0.39152 -1.50507  C184 1.090
29 F -0.42053 -1.73348 -0.58887  P42 1.619
30 C 3.77904 -3.92377 3.60880  H33 1.090, C100 1.573, C139 1.549, H192 1.090
31 H 4.97348 -0.55246 0.69656  C162 1.090
32 C 1.42254 5.96850 5.03521  C60 1.519, H64 1.090, H82 1.090, C141 1.536
33 H 4.15309 -4.21577 2.62751  C30 1.090
34 H -4.39083 -2.25877 3.73166  C113 1.090
35 H -7.50022 0.30443 -7.99827  C224 1.090
36 H -1.79223 1.08933 1.01562  C27 1.090
37 F 0.60241 -1.62664 -2.69280  P42 1.645
38 H -2.71702 -3.26835 -0.61386  C251 1.090
39 C -3.67504 0.74198 2.06158  C27 1.506, H101 1.090, H115 1.090, N168 1.522
40 H -1.46021 -3.58497 1.01940  C106 1.090
41 C -2.03412 -4.41194 2.87751  H66 1.090, C106 1.540, H132 1.090, H246 1.090
42 P 0.81071 -0.90155 -1.23095  F29 1.619, F37 1.645, F54 1.648, F67 1.641, F185 1.627, F230 1.601
43 H 10.37320 4.52452 -0.53311  C193 1.090
44 H 2.41948 -4.86850 -0.62793  C188 1.090
45 H 3.91344 -7.32995 6.61132  C114 1.090
46 H 4.33906 -0.73472 -1.76750  C116 1.090
47 H -10.17756 0.12998 0.12832  C184 1.090
48 N 5.78000 -4.69665 5.34786  C100 1.579, C153 1.527, C197 1.575, C214 1.553
49 H 6.18293 -1.68236 0.12707  C162 1.090
50 H -2.08617 3.53457 -0.76929  C95 1.090
51 H -8.73505 2.69867 0.70978  C205 1.090
52 N 3.08244 -3.58623 -4.61881  C122 1.530, C190 1.498, C219 1.545, C237 1.533
53 H -8.88868 0.48192 -6.22618  C187 1.090
54 F 1.73663 -2.14522 -0.67114  P42 1.648
55 H -4.61889 -4.34440 -1.92610  C229 1.090
56 H 7.64016 -4.82087 6.60610  C214 1.090
57 H 2.04157 -3.24315 1.47294  C79 1.090
58 H 4.04975 3.30283 0.65031  C118 1.090
59 H -2.96097 2.19002 -2.36612  C128 1.090
60 C 2.65545 5.36548 5.68721  C32 1.519, H76 1.090, H120 1.090, H221 1.090
61 H -7.94276 5.40718 -1.06069  C10 1.090
62 H 3.49813 -6.47597 5.19678  C114 1.090
63 H 0.27945 5.67372 3.22718  C141 1.090
64 H 1.54274 7.03601 4.85058  C32 1.090
65 C -0.31795 4.55741 -0.10572  H84 1.090, C95 1.523, H211 1.090, C217 1.538
66 H -3.12322 -4.41981 2.92116  C41 1.090
67 F -0.00963 0.45646 -1.64870  P42 1.641
68 N -2.06356 -5.40666 -0.94597  C105 1.545, C222 1.603, C233 1.556, C251 1.588
69 H -2.56013 -5.42668 -3.79388  C124 1.090
70 H -9.90175 7.12376 -0.92522  C250 1.090
71 H 4.10994 5.38111 -2.14941  C172 1.090
72 H -2.25681 4.34773 0.83437  C95 1.090
73 H 5.22503 4.56678 -3.23033  C172 1.090
74 C -5.27233 0.16959 7.07648  H80 1.090, C97 1.637, H152 1.090, H199 1.090
75 H -6.61435 5.86498 -1.97698  C10 1.090
76 H 2.26526 4.43488 6.09932  C60 1.090
77 H 3.02423 -2.35052 -7.14106  C16 1.090
78 C 8.92627 2.72490 -0.56935  H186 1.090, C193 1.552, H216 1.090, C223 1.578
79 C 1.57672 -3.00199 2.42890  H15 1.090, H57 1.090, C139 1.558, H220 1.090
80 H -5.51246 1.21443 6.87960  C74 1.090
81 H -0.53919 -0.02844 2.49905  C207 1.090
82 H 0.62405 5.92238 5.77574  C32 1.090
83 H 5.60867 4.53778 -1.59676  C172 1.090
84 H 0.00389 4.44066 -1.14055  C65 1.090
85 H -8.21569 7.31399 -3.53713  C240 1.090
86 H -5.26909 -1.22388 5.69187  C97 1.090
87 H -0.44460 -4.87467 1.41532  C106 1.090
88 H 1.66630 1.31025 5.46985  C3 1.090
89 H 2.43241 -2.36498 4.23287  C139 1.090
90 H 2.24282 -0.42430 5.84153  C3 1.090
91 H -7.88261 0.78846 -3.64658  C138 1.090
92 C 3.41049 0.69883 4.39122  C3 1.559, H110 1.090, C206 1.546, H228 1.090
93 H -5.17336 3.43865 -2.23481  C7 1.090
94 C 3.41654 -5.23016 -2.57497  C122 1.588, H125 1.090, C188 1.554, H198 1.090
95 C -1.83236 4.40745 -0.16782  H50 1.090, C65 1.523, H72 1.090, C159 1.531
96 H 3.92941 -0.97656 -6.75663  C16 1.090
97 C -4.55677 -0.39927 5.71869  H5 1.090, C74 1.637, H86 1.090, C119 1.512
98 H 5.77204 -3.11868 3.90330  C100 1.090
99 C 5.49876 -7.16158 5.12288  C114 1.524, H117 1.090, H137 1.090, C197 1.531
100 C 5.01170 -3.58828 4.52738  C30 1.573, N48 1.579, H98 1.090, H210 1.090
101 H -4.55071 0.72005 1.41286  C39 1.090
102 H 3.66212 2.75888 -2.87980  C238 1.090
103 H 4.81739 -4.77864 -5.09502  C219 1.090
104 H -6.90821 2.02468 -7.95380  C224 1.090
105 C -0.55775 -5.54013 -1.26692  H6 1.090, N68 1.545, H180 1.090, H231 1.090
106 C -1.49565 -4.58750 1.44575  H40 1.090, C41 1.540, H87 1.090, C233 1.589
107 C 2.19778 2.06525 2.53861  H160 1.090, H203 1.090, C206 1.507, P235 1.828
108 H -4.23162 -2.03821 1.97078  C113 1.090
109 H 5.81857 -2.17845 -5.93087  C156 1.090
110 H 3.95141 -0.12858 3.93199  C92 1.090
111 H -5.58402 -1.36963 2.79357  C113 1.090
112 H -1.98854 5.79117 -1.91073  C159 1.090
113 C -4.51630 -1.55748 2.90670  H34 1.090, H108 1.090, H111 1.090, N168 1.579
114 C 4.31609 -6.60303 5.90594  H45 1.090, H62 1.090, C99 1.524, C153 1.597
115 H -3.65303 1.74358 2.49102  C39 1.090
116 C 5.39127 -0.83714 -1.50208  H21 1.090, H46 1.090, C127 1.513, C162 1.574
117 H 5.12041 -7.68530 4.24500  C99 1.090
118 C 3.13572 3.83080 0.37849  H58 1.090, H157 1.090, C213 1.504, P235 1.719
119 C -4.58094 0.40782 4.44036  H4 1.090, C97 1.512, H161 1.090, N168 1.520
120 H 2.97198 6.00061 6.51456  C60 1.090
121 H -1.66975 0.42393 -3.21485  C175 1.090
122 C 2.77546 -3.89751 -3.15270  H23 1.090, N52 1.530, C94 1.588, H202 1.090
123 H 7.73315 5.01103 -0.78636  C226 1.090
124 C -3.35620 -5.52373 -3.05566  H26 1.090, H69 1.090, C222 1.486, C229 1.510
125 H 2.67312 -5.99296 -2.80642  C94 1.090
126 H 6.85156 -0.38578 -3.09308  C127 1.090
127 C 6.41705 0.03824 -2.18781  C116 1.513, H126 1.090, N151 1.605, H195 1.090
128 C -3.45736 1.62446 -3.15469  H17 1.090, C20 1.628, H59 1.090, C175 1.522
129 C -8.13430 4.67923 -3.07643  C10 1.518, P143 1.830, H177 1.090, H252 1.090
130 H -5.44194 3.26066 -3.99359  C7 1.090
131 C 2.21980 5.02390 2.62189  C141 1.568, H173 1.090, H234 1.090, P235 1.791
132 H -1.58389 -5.11740 3.57589  C41 1.090
133 H 8.98760 -0.69488 -2.28447  C179 1.090
134 C 6.76685 0.45758 0.14786  N151 1.516, C162 1.483, H191 1.090, H254 1.090
135 C -10.32380 2.22766 -0.62441  H163 1.090, C184 1.574, H194 1.090, C205 1.478
136 H 4.31845 1.84930 2.84431  C206 1.090
137 H 6.11012 -7.85563 5.69962  C99 1.090
138 C -8.17150 1.78481 -3.98114  H91 1.090, P143 1.875, C158 1.555, H236 1.090
139 C 2.84434 -2.73034 3.29216  H12 1.090, C30 1.549, C79 1.558, H89 1.090
140 H -2.00180 0.34517 4.31646  C142 1.090
141 C 1.12796 5.21161 3.73174  C32 1.536, H63 1.090, C131 1.568, H146 1.090
142 C -2.38896 -0.45066 3.68017  H140 1.090, N168 1.520, C207 1.537, H244 1.090
143 P -7.45358 3.01071 -2.75739  C7 1.793, C22 1.829, C129 1.830, C138 1.875
144 H -6.78404 2.79616 -0.52375  C22 1.090
145 H -11.27553 0.23008 -1.14385  C184 1.090
146 H 0.90454 4.23639 4.16434  C141 1.090
147 H -1.31667 -1.47907 2.17712  C207 1.090
148 H -3.89334 -6.52633 -1.26174  C222 1.090
149 H 9.54206 -0.22172 -0.65422  C179 1.090
150 H 1.23745 0.05773 4.47206  C3 1.090
151 N 7.54563 0.51768 -1.15174  C127 1.605, C134 1.516, C179 1.583, C223 1.538
152 H -6.15280 -0.32698 7.48425  C74 1.090
153 C 4.91958 -5.24247 6.48509  N48 1.527, C114 1.597, H154 1.090, H245 1.090
154 H 5.46264 -5.34261 7.42485  C153 1.090
155 H -5.19029 1.04874 -1.89285  C20 1.090
156 C 4.93204 -2.78546 -6.11445  H13 1.090, C16 1.570, H109 1.090, C219 1.539
157 H 3.33686 4.90060 0.32217  C118 1.090
158 C -7.55109 2.07864 -5.37653  C138 1.555, H176 1.090, C187 1.564, H209 1.090
159 C -2.44835 5.57332 -0.94677  C95 1.531, H112 1.090, H183 1.090, H239 1.090
160 H 1.26137 2.13872 3.09163  C107 1.090
161 H -4.08098 1.36781 4.56910  C119 1.090
162 C 5.80871 -0.66586 0.00545  H31 1.090, H49 1.090, C116 1.574, C134 1.483
163 H -10.67272 2.58806 -1.59213  C135 1.090
164 H 3.28190 -6.31865 -0.80132  C188 1.090
165 H 7.52119 -3.58177 5.29054  C214 1.090
166 H -10.38126 7.92796 -2.34038  C250 1.090
167 H -9.32166 3.90695 0.07912  C205 1.090
168 N -3.82527 -0.18227 3.26146  C39 1.522, C113 1.579, C119 1.520, C142 1.520
169 H 5.06534 -3.45491 -4.00381  C219 1.090
170 H -3.73388 -3.35905 -3.15874  C229 1.090
171 H 1.72513 -2.10144 -5.15423  C237 1.090
172 C 4.74139 4.49904 -2.25586  H71 1.090, H73 1.090, H83 1.090, C238 1.535
173 H 1.98992 5.76432 1.85570  C131 1.090
174 H 8.94153 6.03326 -1.57862  C226 1.090
175 C -2.74785 0.27828 -3.14714  H121 1.090, C128 1.522, H201 1.090, H204 1.090
176 H -7.40014 3.12293 -5.65000  C158 1.090
177 H -9.20017 4.46913 -2.98762  C129 1.090
178 H 6.61805 -3.36017 6.80173  C214 1.090
179 C 8.69298 -0.56960 -1.24255  H133 1.090, H149 1.090, N151 1.583, H247 1.090
180 H -0.36432 -5.35191 -2.32298  C105 1.090
181 H 7.31615 -6.00076 4.42674  C197 1.090
182 H -7.58954 1.47634 -1.15732  C22 1.090
183 H -3.48087 5.45179 -1.27423  C159 1.090
184 C -10.33368 0.66449 -0.80871  H28 1.090, H47 1.090, C135 1.574, H145 1.090
185 F 2.17547 -0.25644 -1.83748  P42 1.627
186 H 9.77962 2.12501 -0.25310  C78 1.090
187 C -8.43083 1.43324 -6.49719  H9 1.090, H53 1.090, C158 1.564, C224 1.552
188 C 3.35983 -5.25405 -1.02188  H11 1.090, H44 1.090, C94 1.554, H164 1.090
189 H 1.33860 -4.76502 -5.20691  C190 1.090
190 C 2.41796 -4.71226 -5.34937  H24 1.090, N52 1.498, H189 1.090, H242 1.090
191 H 7.56072 0.45580 0.89477  C134 1.090
192 H 3.23130 -4.74895 4.06394  C30 1.090
193 C 9.63653 3.98576 -1.12906  H8 1.090, H43 1.090, C78 1.552, C226 1.556
194 H -11.07257 2.44612 0.13699  C135 1.090
195 H 5.87741 0.89745 -2.58612  C127 1.090
196 H 2.20931 4.19784 -1.46041  C213 1.090
197 C 6.23099 -5.95930 4.52067  H18 1.090, N48 1.575, C99 1.531, H181 1.090
198 H 4.41915 -5.46911 -2.92960  C94 1.090
199 H -4.55578 0.09147 7.89413  C74 1.090
200 H 8.56993 1.75130 -2.51637  C223 1.090
201 H -3.00957 -0.22984 -4.07526  C175 1.090
202 H 1.70337 -3.83979 -2.96456  C122 1.090
203 H 2.10573 1.21444 1.86352  C107 1.090
204 H -3.05533 -0.37038 -2.32689  C175 1.090
205 C -9.05864 2.92207 -0.30682  C22 1.551, H51 1.090, C135 1.478, H167 1.090
206 C 3.40205 1.91092 3.43127  H19 1.090, C92 1.546, C107 1.507, H136 1.090
207 C -1.54489 -0.43597 2.39614  C27 1.507, H81 1.090, C142 1.537, H147 1.090
208 H -5.54829 0.75457 -3.56836  C20 1.090
209 H -6.54383 1.66662 -5.43796  C158 1.090
210 H 4.73001 -2.83855 5.26675  C100 1.090
211 H -0.04160 5.50429 0.35811  C65 1.090
212 H -0.42836 3.12862 1.53879  C217 1.090
213 C 2.83350 3.41254 -1.03404  C118 1.504, H196 1.090, H218 1.090, C238 1.527
214 C 7.00173 -4.09844 6.09757  N48 1.553, H56 1.090, H165 1.090, H178 1.090
215 H -10.38459 6.23997 -2.42096  C250 1.090
216 H 8.34469 3.00739 0.30819  C78 1.090
217 C 0.27135 3.43002 0.75926  H25 1.090, C65 1.538, H212 1.090, P235 1.855
218 H 2.02915 2.68077 -0.95903  C213 1.090
219 C 4.58619 -3.72404 -4.94513  N52 1.545, H103 1.090, C156 1.539, H169 1.090
220 H 1.11050 -3.90580 2.82115  C79 1.090
221 H 3.44590 5.14494 4.96982  C60 1.090
222 C -3.00250 -6.33111 -1.85873  H14 1.090, N68 1.603, C124 1.486, H148 1.090
223 C 8.03040 1.91185 -1.58297  C78 1.578, N151 1.538, H200 1.090, H225 1.090
224 C -7.76749 1.35639 -7.89799  H35 1.090, H104 1.090, C187 1.552, H241 1.090
225 H 7.16106 2.44231 -1.97151  C223 1.090
226 C 8.54163 5.02113 -1.51736  H123 1.090, H174 1.090, C193 1.556, H227 1.090
227 H 8.14038 4.76537 -2.49802  C226 1.090
228 H 4.00404 1.08337 5.22064  C92 1.090
229 C -3.67430 -4.18047 -2.44473  H55 1.090, C124 1.510, H170 1.090, C251 1.572
230 F 1.10019 -0.14521 0.15052  P42 1.601
231 H -0.09843 -6.48434 -0.97437  C105 1.090
232 H -2.65907 -0.39272 0.56310  C27 1.090
233 C -2.37132 -5.58173 0.56933  H2 1.090, N68 1.556, C106 1.589, H253 1.090
234 H 3.22484 5.20844 3.00127  C131 1.090
235 P 1.92729 3.59705 1.57890  C107 1.828, C118 1.719, C131 1.791, C217 1.855
236 H -9.25393 1.91265 -3.97136  C138 1.090
237 C 2.81044 -2.14437 -5.06288  H1 1.090, C16 1.528, N52 1.533, H171 1.090
238 C 4.03665 3.17151 -1.94302  H102 1.090, C172 1.535, C213 1.527, H243 1.090
239 H -2.57156 6.42866 -0.28246  C159 1.090
240 C -8.35255 7.04761 -2.48908  C10 1.535, H85 1.090, H248 1.090, C250 1.528
241 H -8.51598 1.40395 -8.68894  C224 1.090
242 H 2.86828 -5.65791 -5.04761  C190 1.090
243 H 4.72989 2.48388 -1.45857  C238 1.090
244 H -2.35473 -1.41493 4.18721  C142 1.090
245 H 4.13585 -4.49603 6.61430  C153 1.090
246 H -1.73749 -3.48362 3.36570  C41 1.090
247 H 8.52838 -1.48213 -0.66957  C179 1.090
248 H -7.76602 7.74885 -1.89550  C240 1.090
249 H -1.71938 -3.50439 -2.04506  C251 1.090
250 C -9.80344 7.06509 -2.00919  H70 1.090, H166 1.090, H215 1.090, C240 1.528
251 C -2.49607 -3.95746 -1.42897  H38 1.090, N68 1.588, C229 1.572, H249 1.090
252 H -7.84666 4.96343 -4.08865  C129 1.090
253 H -2.06231 -6.56937 0.91165  C233 1.090
254 H 6.28417 1.43407 0.10799  C134 1.090